Record 1
The following is a quantum chemistry calculation of C23H29Cl2NO2PS3Ti as an isolated structure, from the OMol25 dataset.

Computed properties:
HOMO-LUMO gap (alpha / beta) = 7.34 / 8.95 eV
spin multiplicity = 3
total charge = +1
HOMO level (alpha / beta) = -9.50 / -11.14 eV
max |F| = 0.52 eV/A

```
62
Properties=species:S:1:pos:R:3:forces:R:3:mulliken_spin:R:1
Ti 0.7891 -1.4993 -0.0362 -0.5 0.2 0.0 1.901
C -1.5697 -3.5904 1.5743 0.0 0.0 0.0 0.026
C -2.5352 -2.4367 1.3585 0.0 0.1 0.0 -0.005
S -1.8163 -1.1418 0.3011 -0.3 0.0 0.0 0.022
C -2.2214 0.3586 1.2258 0.0 -0.1 -0.1 0.005
C -1.6189 0.5005 2.6129 0.1 0.1 0.1 -0.005
S 0.1889 0.3203 2.6498 -0.1 -0.1 0.0 0.012
C 0.4277 -0.9595 3.9112 0.0 0.1 0.0 -0.001
C -0.2666 -2.2971 3.6981 0.0 0.0 -0.1 -0.002
S 0.0921 -3.0966 2.0987 0.0 -0.1 0.0 -0.005
H -1.4061 -4.1330 0.6426 0.0 0.0 0.0 -0.004
H -1.9754 -4.3018 2.2951 0.0 0.0 0.0 -0.001
H -2.8188 -1.9773 2.3053 0.0 0.0 0.0 0.001
H -3.4509 -2.8027 0.8941 0.0 0.0 0.0 -0.002
H -3.3088 0.4386 1.2756 0.0 0.0 0.0 0.000
H -1.8780 1.1609 0.5725 0.0 0.0 0.0 0.000
H -2.0534 -0.2147 3.3108 0.0 0.0 0.0 -0.001
H -1.8754 1.4935 2.9873 0.0 0.0 0.0 0.001
H 0.1265 -0.5707 4.8859 0.0 0.0 0.0 0.002
H 1.5105 -1.0873 3.9443 0.0 0.0 0.0 0.001
H -1.3488 -2.1942 3.7776 0.0 0.0 0.0 0.000
H 0.0431 -2.9886 4.4817 0.0 0.0 0.0 0.000
Cl 3.0211 -0.7050 1.4998 0.2 0.0 0.1 0.005
C 4.0225 -2.0031 0.7840 0.0 0.0 -0.1 -0.002
Cl 3.0385 -3.4544 0.5491 0.1 -0.1 0.0 0.003
H 4.8246 -2.2356 1.4737 0.0 0.0 0.0 0.001
H 4.3535 -1.6369 -0.1862 0.0 0.0 0.1 0.000
O 4.0770 -0.1097 -1.6839 -0.1 0.1 -0.1 0.000
C 2.8726 -0.2482 -1.7857 -0.1 0.1 0.2 0.005
O 2.2183 -1.3167 -1.4379 0.2 -0.1 -0.1 0.016
C 1.9481 0.8676 -2.2822 0.3 -0.1 0.0 -0.005
P 0.5584 1.0162 -1.0918 0.1 0.0 0.0 0.003
C 1.0535 2.3843 0.0078 0.1 -0.1 0.0 -0.010
C 2.3970 2.5168 0.3617 -0.1 -0.1 -0.1 0.005
C 2.7830 3.4506 1.3097 0.1 0.0 0.0 0.001
C 1.8397 4.2627 1.9169 0.0 0.1 0.1 -0.001
C 0.5030 4.1487 1.5630 0.0 0.0 0.0 0.001
C 0.1122 3.2149 0.6167 0.0 -0.1 0.0 0.004
C -0.7751 1.7087 -2.1151 0.0 0.0 0.0 -0.011
C -1.7555 0.8526 -2.6085 0.0 -0.1 0.0 -0.007
C -2.7389 1.3277 -3.4632 0.0 0.0 0.0 0.003
C -2.7477 2.6644 -3.8304 0.0 0.0 0.0 -0.001
C -1.7663 3.5231 -3.3509 -0.1 0.0 -0.1 0.001
C -0.7845 3.0481 -2.5006 0.1 0.0 0.0 0.000
H 1.5033 0.5388 -3.2236 0.0 0.0 0.0 -0.003
H 2.4871 1.8007 -2.4416 0.0 0.0 0.0 0.000
H 3.1552 1.8965 -0.1004 0.0 0.0 0.0 -0.001
H 3.8292 3.5456 1.5690 0.0 0.0 0.0 0.000
H 2.1458 4.9919 2.6550 0.0 0.0 0.0 0.000
H -0.2368 4.7954 2.0159 0.0 0.0 0.0 0.000
H -0.9327 3.1611 0.3333 0.0 0.0 0.0 0.000
H -1.7476 -0.1938 -2.3245 0.0 0.0 0.0 0.006
H -3.4992 0.6571 -3.8414 0.0 0.0 0.0 0.000
H -3.5170 3.0382 -4.4927 0.0 0.0 0.0 0.000
H -1.7649 4.5639 -3.6454 0.0 0.0 0.0 0.000
H -0.0189 3.7219 -2.1368 0.0 0.0 0.0 0.000
C -0.6975 -4.4244 -3.5232 0.0 -0.1 -0.2 0.002
C -0.3685 -3.5554 -2.4147 0.1 0.2 0.3 0.125
N -0.0975 -2.8690 -1.5375 0.1 -0.1 0.0 -0.093
H -0.1759 -4.0783 -4.4146 0.0 0.0 0.0 0.002
H -1.7717 -4.4072 -3.7000 0.0 0.0 0.0 0.003
H -0.3810 -5.4402 -3.2895 0.0 0.0 0.0 0.003
```
Positions in Å, forces in eV/Å.

Record 2
The following is a quantum chemistry calculation of an isolated molecule of C3H3NS at a distorted geometry, from the OMol25 dataset.

Computed properties:
ΔE to the lowest compared entry with this formula, charge and spin = 0.676 eV
HOMO-LUMO gap = 10.29 eV
HOMO level = -9.62 eV
max |F| = 4.29 eV/A
structure (SMILES) = N#C[C@H]1CS1

```
8
Properties=species:S:1:pos:R:3:forces:R:3:nbo_charge:R:1
N -1.1195 0.3803 -2.3166 0.5 0.1 1.2 -0.322
C -0.6509 0.4977 -1.2631 0.0 0.7 0.8 0.258
C 0.0165 0.6527 0.1271 -3.8 -0.4 -2.0 -0.478
C 0.2332 -0.7896 0.6939 0.1 1.3 1.9 -0.495
S 1.6112 0.1698 0.1017 3.7 -1.2 -0.5 0.272
H -0.2602 1.5758 0.6735 -0.2 -1.0 -0.2 0.270
H 0.3480 -0.8157 1.8170 -0.8 -0.3 -1.4 0.242
H -0.1783 -1.6711 0.1664 0.4 0.8 0.2 0.253
```
Positions in Å, forces in eV/Å.

Record 3
The following is a quantum chemistry calculation of an isolated molecule of C11H12N2S at a distorted geometry, from the OMol25 dataset.

Computed properties:
ΔE to the lowest compared entry with this formula, charge and spin = 4.755 eV
HOMO-LUMO gap = 8.92 eV
HOMO level = -8.51 eV
max |F| = 7.38 eV/A
structure (SMILES) = c1csc(CNCc2ccncc2)c1

```
26
Properties=species:S:1:pos:R:3:forces:R:3:nbo_charge:R:1
C 0.1811 -3.3972 -0.5254 -0.5 -2.1 1.4 -0.257
C -0.5538 -4.0294 0.5214 1.6 1.0 0.9 -0.411
S -1.2817 -2.7490 1.5494 -0.8 -1.5 -1.0 0.434
C -1.1244 -1.5778 0.3505 3.4 -0.2 -3.4 -0.256
C -1.6603 -0.1664 0.2018 0.5 -0.8 -0.4 -0.248
N -1.1170 0.7289 1.1283 -2.1 2.6 6.6 -0.643
C 0.3285 0.8548 1.3066 0.3 1.9 0.4 -0.273
C 0.8180 1.8142 0.1536 -1.1 0.8 -2.6 0.052
C 2.0806 1.6978 -0.4383 -0.6 -1.1 1.3 -0.294
C 2.3036 2.3949 -1.6589 1.8 0.5 1.3 0.055
N 1.6483 3.4123 -2.1756 -0.6 -1.0 0.1 -0.408
C 0.4626 3.5911 -1.5803 -0.4 1.7 0.2 -0.002
C -0.0772 2.8588 -0.5925 2.7 -3.2 3.2 -0.264
C -0.1795 -2.0236 -0.6414 -1.6 -0.1 0.6 -0.281
H 0.9894 -3.9787 -1.1032 -1.7 1.2 0.7 0.239
H -0.4995 -5.0563 1.0187 0.2 1.6 -1.1 0.243
H -2.7381 -0.2669 0.4670 0.4 0.7 -1.3 0.227
H -1.2387 0.2762 -0.8153 -1.8 -1.4 1.3 0.217
H -1.8197 0.9052 2.1698 3.3 -1.1 -4.3 0.374
H 0.5651 1.5170 2.2447 -0.7 -1.7 -1.3 0.232
H 0.8965 -0.1600 1.3652 -0.8 1.8 -0.3 0.215
H 2.8881 1.0222 0.1271 -1.7 1.5 -1.9 0.228
H 3.2766 2.2826 -2.0649 0.8 -0.5 -0.7 0.182
H -0.1042 4.5223 -1.7009 0.4 -0.2 -1.1 0.189
H -0.9580 3.2857 -0.1917 -1.0 -0.5 0.6 0.222
H 0.0555 -1.4570 -1.5577 -0.1 0.0 0.8 0.227
```
Positions in Å, forces in eV/Å.